{
  "formula": "C36H94N5O12",
  "method": "ωB97M-V with the def2-TZVPD basis set",
  "lumo_ev": -5.212,
  "orbital_gap_ev": 1.10,
  "total_charge": 3,
  "species": ["C", "C", "C", "O", "H", "H", "H", "H", "H", "H", "H", "C", "C", "C", "O", "H", "H", "H", "H", "H", "H", "H", "C", "O", "C", "C", "N", "H", "H", "C", "C", "O", "C", "H", "H", "H", "H", "H", "H", "H", "H", "H", "H", "H", "H", "H", "H", "C", "O", "C", "C", "N", "H", "H", "C", "C", "O", "C", "H", "H", "H", "H", "H", "H", "H", "H", "H", "H", "H", "H", "H", "H", "C", "O", "C", "C", "N", "H", "H", "C", "C", "O", "C", "H", "H", "H", "H", "H", "H", "H", "H", "H", "H", "H", "H", "H", "H", "C", "O", "C", "C", "N", "H", "H", "C", "C", "O", "C", "H", "H", "H", "H", "H", "H", "H", "H", "H", "H", "H", "H", "H", "H", "C", "O", "C", "C", "N", "H", "H", "C", "C", "O", "C", "H", "H", "H", "H", "H", "H", "H", "H", "H", "H", "H", "H", "H", "H"],
  "xyz": [[-15.4915, -10.2982, 20.6143], [-14.5476, -11.0143, 19.6691], [-13.7221, -12.0259, 20.4824], [-15.2167, -11.5597, 18.5731], [-16.1375, -9.6750, 19.9959], [-14.9775, -9.6677, 21.3398], [-15.9957, -11.0347, 21.2399], [-13.7887, -10.3215, 19.3054], [-13.3410, -11.6135, 21.4167], [-12.9670, -12.4455, 19.8177], [-14.2893, -12.9307, 20.7007], [-12.5201, -16.5499, 25.3170], [-11.9207, -17.0601, 26.6486], [-12.0386, -15.9664, 27.7025], [-12.3450, -18.2927, 27.0266], [-11.7630, -15.8399, 24.9841], [-13.4860, -16.0493, 25.3853], [-12.5880, -17.3303, 24.5590], [-10.8495, -17.1229, 26.4567], [-13.0125, -15.4878, 27.8059], [-11.4806, -15.1065, 27.3319], [-11.6751, -16.2279, 28.6962], [-16.4312, -9.7099, 9.6488], [-16.9365, -8.8301, 10.5872], [-16.1135, -8.7192, 11.7465], [-16.8117, -7.9664, 12.9031], [-18.0181, -8.8005, 13.3499], [-18.2656, -9.2225, 12.4664], [-17.7586, -9.5367, 13.9908], [-19.2068, -8.0869, 13.9575], [-20.0878, -7.5671, 12.8770], [-20.7202, -8.5658, 12.0837], [-21.6230, -9.4688, 12.8320], [-16.2676, -10.7346, 9.9824], [-15.4825, -9.4390, 9.1855], [-17.1586, -9.7543, 8.8382], [-15.1717, -8.2738, 11.4261], [-15.7788, -9.6991, 12.0869], [-17.3049, -7.0597, 12.5527], [-16.2864, -7.7030, 13.8211], [-18.7653, -7.2757, 14.5365], [-19.7225, -8.7525, 14.6497], [-19.6151, -6.8433, 12.2130], [-20.7788, -6.9346, 13.4343], [-22.3487, -8.8519, 13.3620], [-21.1681, -10.1539, 13.5474], [-22.1735, -10.0584, 12.0990], [-8.7671, -5.6902, 18.9153], [-8.9593, -6.3500, 20.2258], [-10.0234, -5.7533, 21.0202], [-10.1878, -6.6535, 22.2221], [-8.8258, -6.6830, 22.8787], [-8.1050, -6.9665, 22.2304], [-8.6028, -5.7947, 23.3045], [-8.7654, -7.5409, 24.1338], [-7.8614, -8.7669, 23.7934], [-8.3047, -9.5123, 22.6551], [-7.7726, -10.8111, 22.5034], [-7.9578, -6.2223, 18.4153], [-8.6637, -4.6071, 18.9816], [-9.5844, -5.8855, 18.2211], [-10.8874, -5.8545, 20.3633], [-9.7864, -4.7290, 21.3078], [-10.4047, -7.6849, 21.9444], [-10.9059, -6.3369, 22.9786], [-9.7596, -7.8250, 24.4787], [-8.4099, -6.9224, 24.9580], [-8.0301, -9.4232, 24.6472], [-6.7947, -8.5452, 23.7606], [-6.7013, -10.8134, 22.3021], [-8.1733, -11.2665, 21.5978], [-8.0879, -11.5090, 23.2790], [-10.4368, -14.2043, 9.4701], [-10.8424, -13.9437, 10.7705], [-11.3202, -15.1136, 11.4438], [-12.0125, -14.9180, 12.7087], [-11.3834, -13.7404, 13.5168], [-11.1693, -12.9013, 12.9969], [-12.0236, -13.3666, 14.2026], [-9.9763, -14.1370, 14.1576], [-9.1951, -12.8949, 14.5280], [-9.3210, -11.8417, 13.5577], [-8.4488, -11.7901, 12.4109], [-10.0158, -13.3345, 8.9657], [-11.2642, -14.5933, 8.8766], [-9.7686, -15.0643, 9.4262], [-10.4231, -15.7302, 11.5000], [-12.0244, -15.6433, 10.8022], [-12.0830, -15.7927, 13.3552], [-13.0442, -14.5795, 12.6136], [-9.4576, -14.7413, 13.4134], [-10.3738, -14.7820, 14.9412], [-8.1204, -13.0722, 14.5697], [-9.3114, -12.6232, 15.5771], [-8.6462, -12.5985, 11.7068], [-7.4369, -11.9695, 12.7743], [-8.5723, -10.8183, 11.9329], [-17.1737, -9.5503, 38.1047], [-16.4052, -9.1012, 37.0053], [-17.1278, -8.2593, 36.0971], [-16.3453, -8.3125, 34.7724], [-15.9299, -9.7621, 34.4870], [-15.2517, -9.7491, 33.7387], [-15.4694, -10.1100, 35.3158], [-17.0328, -10.7921, 34.2251], [-17.9529, -10.4458, 32.9912], [-17.0979, -10.3774, 31.8672], [-17.6218, -9.9813, 30.6148], [-16.5449, -10.1032, 38.8025], [-18.0588, -10.0809, 37.7538], [-17.5247, -8.6497, 38.6086], [-17.2954, -7.2571, 36.4914], [-18.1545, -8.5765, 35.9144], [-15.4413, -7.7090, 34.8545], [-16.8115, -8.0725, 33.8168], [-17.6347, -10.7588, 35.1332], [-16.6342, -11.8063, 34.1989], [-18.4919, -9.4995, 33.0343], [-18.7260, -11.1987, 32.8376], [-18.1985, -10.7988, 30.1822], [-16.8039, -9.7777, 29.9236], [-18.3511, -9.1788, 30.7254], [-18.7763, -18.5184, 22.8281], [-18.6859, -17.5814, 21.7487], [-18.5977, -18.1447, 20.5106], [-18.3729, -17.1146, 19.3836], [-19.1346, -15.7779, 19.8059], [-18.9593, -15.5032, 20.7619], [-18.6738, -15.0062, 19.3452], [-20.6077, -15.6761, 19.3511], [-21.0751, -14.1945, 19.5356], [-20.9117, -13.8656, 20.9389], [-21.4549, -12.6132, 21.3756], [-17.8458, -18.9758, 23.1642], [-19.3598, -19.4103, 22.5998], [-19.2724, -18.0131, 23.6567], [-19.4824, -18.7356, 20.2738], [-17.7296, -18.7752, 20.3184], [-18.6785, -17.4593, 18.3957], [-17.4116, -16.6173, 19.2550], [-21.1688, -16.4269, 19.9076], [-20.6454, -15.9528, 18.2975], [-22.1382, -14.0049, 19.3876], [-20.4408, -13.5654, 18.9111], [-20.7731, -11.8197, 21.0698], [-21.5484, -12.6465, 22.4611], [-22.4591, -12.4123, 21.0023]],
  "atomic_forces_ev_per_a": [[0.185, 0.309, 0.156], [-0.494, -1.223, -0.978], [-0.312, -0.738, -0.700], [0.389, 0.097, 0.788], [-0.400, -0.123, 0.299], [0.297, 0.325, 0.037], [-0.604, -0.051, -0.312], [0.409, 0.902, -0.085], [0.360, -0.012, -0.041], [0.607, 0.340, 0.171], [-0.573, 0.124, 0.326], [0.644, 0.332, -0.102], [-1.024, -2.112, 0.453], [-0.047, 1.298, -0.060], [-0.487, 0.606, 0.015], [-0.143, 0.548, -0.568], [-0.207, 0.017, 0.258], [0.054, -0.229, 0.219], [1.075, 0.248, -0.344], [-0.717, -0.595, 0.102], [0.699, 0.312, 0.094], [0.073, -0.290, -0.149], [0.135, -1.028, -1.738], [-0.424, 0.665, 2.179], [0.665, 0.121, -0.108], [-1.304, 0.108, -0.248], [0.410, -0.152, -0.092], [-0.906, -0.597, -0.439], [0.495, -0.355, 0.074], [1.346, 0.179, -0.188], [-1.319, 0.306, -0.047], [0.115, -0.819, 1.213], [-0.106, 1.189, -0.716], [-0.278, -0.138, 0.605], [0.192, 0.653, 0.215], [-0.003, 0.019, 0.080], [0.041, 0.681, 0.391], [-0.334, -0.467, 0.199], [0.361, 0.126, -0.297], [0.624, -0.296, -0.433], [-0.228, 0.105, 0.078], [0.135, -0.125, -0.209], [0.339, -0.390, -0.242], [-0.741, -0.046, -0.091], [-0.045, 0.030, 0.105], [0.532, 0.119, -0.112], [0.286, 0.152, -0.094], [-0.481, -1.099, 0.498], [0.017, 1.281, -0.409], [0.276, -1.286, -1.565], [0.947, -0.120, -0.094], [-1.230, -0.131, 2.147], [0.182, -0.041, -0.593], [0.132, 0.826, -0.921], [0.707, -1.364, -1.096], [-1.049, -1.338, 1.218], [-0.444, 1.769, 0.032], [0.075, -0.731, -0.637], [0.450, 0.458, 0.522], [0.433, -0.123, 0.258], [-0.651, -0.044, 0.421], [-0.503, 0.641, 0.442], [-0.121, 0.172, -0.144], [0.045, 0.063, -0.103], [0.042, 0.250, -0.214], [-0.121, -0.226, -0.688], [0.646, -0.201, -0.187], [0.431, -0.086, 0.396], [0.062, 0.343, -0.228], [0.228, 0.144, 0.623], [-0.407, 0.496, -0.126], [0.328, 0.282, 0.491], [-0.165, -1.293, -1.313], [-1.165, 0.886, 2.036], [1.643, -0.588, -2.622], [-0.847, 2.737, 2.123], [1.830, -1.136, 0.132], [0.184, 0.232, -1.282], [-0.226, -0.446, 0.763], [-2.144, -0.169, -0.663], [1.855, 0.486, -0.614], [-1.631, 0.065, 0.684], [0.324, -1.033, 0.888], [-0.008, -0.010, 0.470], [-0.471, 0.399, -0.195], [0.741, 0.175, 0.193], [-0.119, -0.555, 0.499], [-0.065, -0.204, -0.211], [0.533, -0.019, -0.095], [-0.024, -0.032, -0.483], [-0.260, 0.103, -0.095], [0.990, 0.083, 0.471], [0.183, -0.986, -0.239], [-1.076, 0.906, -0.286], [-0.348, 0.045, -0.148], [0.269, 0.444, -0.164], [0.036, -0.154, 0.256], [-0.472, 1.085, 0.315], [0.102, 0.215, -1.342], [-0.131, -0.622, -0.274], [0.229, -0.705, -0.195], [-0.478, -0.271, 0.181], [0.120, -0.154, -0.510], [0.387, 0.009, 0.572], [-1.639, 1.173, -0.321], [1.129, -0.061, -0.528], [1.191, -0.022, 0.503], [-0.946, -0.744, 0.075], [-0.089, -0.151, -0.387], [0.076, -0.430, 0.141], [-0.181, -0.076, 0.422], [0.676, 0.282, -0.089], [-0.150, -0.711, 0.152], [0.182, -0.333, -0.033], [-0.632, 0.667, 0.555], [-0.123, 0.033, -0.034], [0.431, 0.317, -0.452], [-0.004, 0.289, 0.706], [0.071, -0.413, 0.371], [-0.005, -0.272, -0.082], [-0.050, 0.303, 0.358], [0.316, 0.533, -0.057], [-0.379, -0.538, 0.545], [0.326, 0.422, 0.792], [0.698, -0.387, -2.182], [-0.815, 2.528, 1.604], [-1.068, -0.427, -2.363], [-0.501, -0.738, 1.053], [0.370, 0.246, -0.656], [0.278, 0.781, 0.815], [0.035, -0.432, 2.140], [0.258, -0.634, -0.514], [0.358, -0.196, -0.216], [0.536, 0.733, -0.203], [-0.537, 0.208, -0.555], [0.255, 0.054, -0.114], [-0.232, -0.113, -0.043], [0.204, -0.624, 0.662], [-0.447, 0.136, 0.233], [0.622, -1.110, 0.444], [-0.053, 0.338, 0.185], [0.214, 0.083, 0.030], [0.011, -0.475, -0.981], [-0.074, 0.288, -0.173], [-0.119, 0.220, 0.104], [0.314, -0.113, -0.100], [-0.068, -0.190, -0.363]]
}